# 1
Computed, not measured: a molecular structure, CH4O at a distorted geometry, with ωB97M-V with the def2-TZVPD basis set.

## Properties
- HOMO energy: -10.033 eV
- Orbital gap: 10.553 eV
- Largest force on an atom: 6.22 eV/A
- Spin multiplicity: 1

Structure (XYZ):
```
6
CH4O (ωB97M-V with the def2-TZVPD basis set)
C 0.427 0.027 0.004
O -0.700 -0.496 0.680
H 0.094 0.064 -1.008
H 1.314 -0.483 0.110
H 0.658 1.092 0.053
H -1.793 -0.204 0.162
```

Löwdin population analysis, charges in e, atoms 1 to 4: C -0.21; O -0.22; H 0.06; H 0.05

---

# 2
Computed, not measured: 2 unconnected molecules or ions with the total composition CH4O2 at a distorted geometry, with ωB97M-V with the def2-TZVPD basis set.

## Properties
- HOMO energy: -10.222 eV
- Orbital gap: 10.799 eV
- Largest force on an atom: 3.14 eV/A
- Spin multiplicity: 1
- Structure (SMILES): C=O.O

Structure (XYZ):
```
7
CH4O2 (ωB97M-V with the def2-TZVPD basis set)
O -0.502 -0.546 0.986
C 0.000 0.000 0.000
H 1.057 -0.316 -0.169
H -0.439 0.708 -0.743
O 0.043 -2.285 -1.639
H 0.176 -1.714 -2.429
H 0.870 -2.182 -1.116
```

Löwdin population analysis, charges in e, atoms 1 to 4: O -0.03; C -0.15; H 0.07; H 0.09

---

# 3
Computed, not measured: 2 unconnected molecules or ions with the total composition CH4O2 at a distorted geometry, with ωB97M-V with the def2-TZVPD basis set.

## Properties
- HOMO energy: -10.397 eV
- Orbital gap: 11.191 eV
- Largest force on an atom: 1.24 eV/A
- Spin multiplicity: 1
- Structure (SMILES): C=O.O

Structure (XYZ):
```
7
CH4O2 (ωB97M-V with the def2-TZVPD basis set)
O -0.669 0.948 -0.495
C -0.547 0.793 -1.677
H -1.198 1.411 -2.339
H 0.235 0.174 -2.177
O 0.931 -1.336 1.970
H 0.439 -0.505 1.783
H 0.809 -1.485 2.935
```

Löwdin population analysis, charges in e, atoms 1 to 4: O -0.01; C -0.15; H 0.08; H 0.09

---

# 4
Computed, not measured: 2 unconnected molecules or ions with the total composition CH4O2 at a distorted geometry, with ωB97M-V with the def2-TZVPD basis set.

## Properties
- HOMO energy (alpha / beta): -6.798 / -12.319 eV
- Orbital gap (alpha / beta): 7.286 / 12.064 eV
- Largest force on an atom: 2.22 eV/A
- Spin multiplicity: 3

Structure (XYZ):
```
7
CH4O2 (ωB97M-V with the def2-TZVPD basis set)
C -0.957 -0.388 -1.682
O -0.745 -1.251 -0.714
O 0.843 0.713 0.979
H 0.802 0.885 1.943
H -1.697 -0.830 -2.330
H -0.084 -0.913 -0.149
H 1.793 0.411 0.839
```

Löwdin population analysis, charges in e, atoms 1 to 4: C -0.03; O -0.07; O -0.08; H 0.06

---

Sequential energy above the lowest of the compared OMol25 structures with the same formula, charge and spin output: 164.7; 47.2; 19.3; 13.0 kJ/mol
Sequential E_tot output: -3147.106; -5195.535; -5195.825; -5192.214 eV